Record 1
A cluster of 2 separate species, C2H5BrFPS2 in total in a non-equilibrium geometry, computed with wB97M-V/def2-TZVPD.

Each line ends with the natural charge from an NBO analysis.
Atoms and positions in Å:
1 S 1.001 -2.817 2.976  -0.329
2 P 1.457 -1.072 2.385  0.601
3 Br 3.342 -1.091 1.101  -0.282
4 F -0.081 -1.188 0.033  -0.384
5 C -0.521 -0.274 -0.992  0.043
6 C -0.175 1.140 -0.525  -0.559
7 S -1.788 1.837 0.017  -0.028
8 H -1.561 -0.400 -0.959  0.178
9 H -0.117 -0.443 -1.997  0.183
10 H 0.547 1.033 0.245  0.239
11 H 0.226 1.959 -1.194  0.236
12 H -2.329 1.316 -1.089  0.102

SMILES = S=PBr.FCCS
HOMO-LUMO gap = 8.029 eV
E_LUMO = -1.3401 eV
Multiplicity = 1
Energy above the lowest of the compared OMol25 structures with the same formula, charge and spin = 76.4 kJ/mol

=====

Record 2
An isolated molecule of C2H5BrN2O in a non-equilibrium geometry, computed with wB97M-V/def2-TZVPD.

Each line ends with the natural charge from an NBO analysis.
Atoms and positions in Å:
1 C 1.100 -0.916 0.180  -0.731
2 C -0.335 -0.889 0.062  0.645
3 O -1.114 -1.796 0.165  -0.579
4 N -0.893 0.367 -0.074  -0.327
5 N -0.108 1.396 -0.312  -0.616
6 Br -2.833 0.311 0.061  0.146
7 H 1.375 0.165 0.157  0.251
8 H 1.329 -1.439 1.096  0.249
9 H 1.672 -1.389 -0.556  0.246
10 H -0.151 2.195 0.426  0.349
11 H -0.041 1.996 -1.203  0.368

SMILES = CC(=O)N(N)Br
HOMO-LUMO gap = 9.558 eV
E_LUMO = 0.1250 eV
Multiplicity = 1
Energy above the lowest of the compared OMol25 structures with the same formula, charge and spin = 161.9 kJ/mol

=====

Record 3
A cluster of 2 separate species, C2H5BrN2O3 in total in a non-equilibrium geometry, computed with wB97M-V/def2-TZVPD.

Each line ends with the natural charge from an NBO analysis.
Atoms and positions in Å:
1 C 0.353 0.522 -1.331  -0.434
2 C -0.198 0.304 1.043  0.522
3 N -0.291 -0.141 -0.224  -0.286
4 N -0.857 -1.405 -0.476  0.666
5 O -0.792 -1.769 -1.614  -0.339
6 O -1.364 -1.952 0.460  -0.349
7 O 0.011 1.599 1.214  -0.631
8 Br 2.175 -0.739 1.802  -0.648
9 H 0.898 1.377 -0.947  0.248
10 H 1.041 -0.172 -1.817  0.248
11 H -0.393 0.845 -2.058  0.223
12 H -0.690 -0.295 1.800  0.253
13 H 0.108 1.826 2.149  0.527

HOMO-LUMO gap = 7.740 eV
E_LUMO = -1.1659 eV
Multiplicity = 1
Energy above the lowest of the compared OMol25 structures with the same formula, charge and spin = 9.6 kJ/mol

=====

Record 4
A cluster of 2 separate species, C2H5BrOS in total in a non-equilibrium geometry, computed with wB97M-V/def2-TZVPD.

Each line ends with the natural charge from an NBO analysis.
Atoms and positions in Å:
1 C -0.165 0.026 1.269  -0.666
2 C -0.992 -0.032 -1.356  -0.103
3 O -0.213 1.106 -1.468  -0.728
4 S -1.660 -0.288 0.260  0.235
5 Br -2.390 -0.336 -2.753  0.004
6 H 0.557 -0.385 0.729  0.213
7 H -0.396 -0.368 2.156  0.218
8 H -0.127 1.024 1.358  0.216
9 H -0.062 -1.261 -1.626  0.118
10 H 0.417 1.127 -2.151  0.494

HOMO-LUMO gap = 9.382 eV
E_LUMO = 0.4804 eV
Multiplicity = 1
Energy above the lowest of the compared OMol25 structures with the same formula, charge and spin = 234.4 kJ/mol

=====

Record 5
An isolated molecule of C2H5BrS in a non-equilibrium geometry, computed with wB97M-V/def2-TZVPD.

Each line ends with the natural charge from an NBO analysis.
Atoms and positions in Å:
1 C 0.900 -0.173 -0.420  -0.647
2 C -0.563 -0.055 -0.106  -0.417
3 S -1.123 1.438 0.660  0.025
4 Br -1.272 -1.736 0.621  -0.010
5 H 1.381 0.741 -0.598  0.226
6 H 1.401 -0.741 0.262  0.220
7 H 1.082 -0.746 -1.262  0.220
8 H -1.130 -0.076 -1.128  0.248
9 H -0.675 1.348 1.971  0.134

SMILES = C[C@H](S)Br
HOMO-LUMO gap = 10.309 eV
E_LUMO = 0.8385 eV
Multiplicity = 1
Energy above the lowest of the compared OMol25 structures with the same formula, charge and spin = 21.3 kJ/mol

=====

Record 6
A cluster of 2 separate species, C2H5BrS in total, computed with wB97M-V/def2-TZVPD.

Each line ends with the natural charge from an NBO analysis.
Atoms and positions in Å:
1 C -0.215 1.291 -0.737  -0.407
2 C 0.618 1.058 0.254  -0.262
3 Br 2.200 0.033 0.060  0.032
4 H -1.090 1.895 -0.576  0.211
5 H -0.064 0.888 -1.722  0.213
6 H 0.499 1.441 1.255  0.212
7 S -0.563 -2.350 -0.100  -0.280
8 H -1.535 -1.725 0.562  0.138
9 H 0.151 -2.531 1.003  0.142

SMILES = C=CBr.S
HOMO-LUMO gap = 10.343 eV
E_LUMO = 0.8534 eV
Multiplicity = 1
Energy above the lowest of the compared OMol25 structures with the same formula, charge and spin = 60.9 kJ/mol

=====

Record 7
A structure of composition C2H5BrS in a non-equilibrium geometry, computed with wB97M-V/def2-TZVPD.

Each line ends with the natural charge from an NBO analysis.
Atoms and positions in Å:
1 C -0.621 0.616 0.594  -0.698
2 C 0.354 -0.133 -0.308  -0.271
3 S 0.084 -1.868 -0.072  0.043
4 Br 2.169 0.272 -0.234  0.099
5 H -1.703 0.450 0.553  0.243
6 H -0.419 0.498 1.595  0.218
7 H -0.456 1.774 0.376  0.221
8 H -0.774 0.717 -2.528  0.005
9 H 1.366 -2.326 0.024  0.140

HOMO-LUMO gap (spin up / spin down) = 7.806 / 9.305 eV
E_LUMO (spin up / spin down) = -0.3331 / -0.5145 eV
Multiplicity = 1
Energy above the lowest of the compared OMol25 structures with the same formula, charge and spin = 429.8 kJ/mol

=====

Record 8
A cluster of 2 separate species, C2H5BrSi in total in a non-equilibrium geometry, computed with wB97M-V/def2-TZVPD.

Each line ends with the natural charge from an NBO analysis.
Atoms and positions in Å:
1 C -0.007 -0.411 0.506  -0.677
2 C 1.250 -0.247 0.540  -0.232
3 Si -1.222 0.632 -0.508  0.840
4 Br 2.548 -1.510 1.052  0.071
5 H -0.365 -1.385 0.891  0.231
6 H 1.726 1.005 -0.132  0.181
7 H -1.511 1.732 0.327  -0.127
8 H -1.923 -0.535 -0.910  -0.141
9 H -0.495 0.718 -1.767  -0.147

HOMO-LUMO gap = 10.380 eV
E_LUMO = 0.7703 eV
Multiplicity = 1
Energy above the lowest of the compared OMol25 structures with the same formula, charge and spin = 359.4 kJ/mol